Entry 1:
Entry from OMol25: the ion C9H16N3 with charge +1 in a non-equilibrium geometry (ωB97M-V/def2-TZVPD).

Last column: Mulliken charge in e.
Geometry (Å):
C: 1.277 -1.667 -1.341  -0.64
C: 2.508 -1.226 -1.660  -0.20
C: 0.384 -0.982 -0.547  0.46
C: 3.021 1.112 -0.935  0.07
C: -2.802 0.397 -0.402  -1.31
C: -2.047 -0.633 1.883  -1.30
C: -2.720 1.779 1.658  -1.37
C: 4.688 -0.046 -1.254  -0.94
C: -1.954 0.578 0.912  0.76
N: 0.454 0.272 -0.189  -0.39
N: 3.193 -0.115 -1.186  0.30
N: -0.462 0.871 0.474  -0.07
H: 0.904 -2.623 -1.850  0.30
H: 3.186 -1.940 -2.244  0.28
H: -0.453 -1.649 -0.049  0.16
H: -3.827 0.186 -0.132  0.41
H: -2.624 1.273 -0.986  0.45
H: -2.488 -0.528 -1.026  0.29
H: -1.800 -0.283 2.817  0.44
H: -1.430 -1.412 1.543  0.34
H: -3.045 -1.093 1.919  0.36
H: -2.154 2.231 2.562  0.35
H: -2.905 2.602 1.013  0.44
H: -3.625 1.196 1.894  0.39
H: 4.846 -0.803 -0.437  0.40
H: 5.129 -0.358 -2.167  0.35
H: 4.918 1.044 -0.900  0.40
H: -0.171 1.814 0.629  0.28

Energy relative to the best compared isomer or geometry (same formula, charge and spin)   850.5 kJ/mol
Charge   +1
Kohn-Sham gap (spin up / spin down)   7.2 / 7.2 eV
Total energy   -516.3019 hartree
Max |F|   5.4 eV/Å
HOMO energy (spin up / spin down)   -0.4325 / -0.4325 Eh



Entry 2:
Entry from OMol25: a cluster of 2 separate species, C9H16N3O in total in a non-equilibrium geometry (ωB97M-V/def2-TZVPD).

Last column: Mulliken charge in e.
Geometry (Å):
C: 2.394 -1.126 -0.649  -1.29
C: 1.836 1.228 -0.695  0.53
N: 1.621 -0.009 -1.216  -0.09
N: 3.109 1.680 -0.546  -0.47
N: 0.850 2.130 -0.426  -0.32
H: 0.748 -0.364 -1.800  0.33
H: 3.885 1.036 -0.810  0.27
H: 3.390 2.589 -0.979  0.31
H: -0.122 1.778 -0.543  0.19
H: 0.887 3.186 -0.245  0.28
H: 3.186 -1.417 -1.388  0.40
H: 2.005 -2.114 -0.629  0.32
H: 2.669 -1.029 0.365  0.51
C: -1.366 0.532 2.787  -1.64
C: -2.305 0.513 0.432  -0.66
C: -1.371 0.150 1.395  0.74
C: -2.520 -0.078 -0.792  -0.43
C: -1.956 -1.375 -0.990  0.13
C: -0.524 -0.924 0.969  -0.25
C: -0.859 -1.636 -0.150  -0.70
O: -2.232 -2.322 -1.825  -0.48
H: -2.977 1.349 0.520  0.32
H: -3.116 0.361 -1.636  0.41
H: -0.412 0.893 3.310  0.31
H: -1.517 -0.316 3.332  0.41
H: 0.257 -1.239 1.627  0.52
H: -3.204 -2.304 -1.989  0.40
H: -0.245 -2.446 -0.474  0.56
H: -2.113 1.272 3.046  0.40

Energy relative to the best compared isomer or geometry (same formula, charge and spin)   264.0 kJ/mol
Charge   +1
Kohn-Sham gap   7.9 eV
Total energy   -591.7550 hartree
Max |F|   5.0 eV/Å
HOMO energy   -0.4146 Eh



Entry 3:
Entry from OMol25: the ion C9H16N3O2 with charge +1 in a non-equilibrium geometry (ωB97M-V/def2-TZVPD).

Last column: Mulliken charge in e.
Geometry (Å):
C: 1.107 -1.934 -0.875  0.15
C: 0.486 -0.164 -2.217  -0.08
C: -0.611 2.865 0.506  -0.69
C: 0.625 2.043 0.863  -0.61
C: -1.695 1.857 0.198  -0.56
C: -0.032 -1.232 -0.102  0.21
C: 0.085 0.391 -0.863  0.18
C: 0.342 -3.066 1.616  -1.16
C: 0.079 -1.553 1.358  -0.63
N: 1.143 -1.358 -2.159  0.00
N: 1.015 1.268 -0.314  -0.19
N: -1.352 1.028 -0.963  0.03
O: 1.858 -2.761 -0.487  -0.50
O: 0.063 0.317 -3.257  -0.58
H: -0.839 3.601 1.326  0.37
H: -0.267 3.555 -0.237  0.35
H: 1.474 2.629 1.314  0.47
H: 0.281 1.283 1.644  0.11
H: -1.651 1.229 1.122  0.19
H: -2.704 2.284 0.190  0.46
H: -0.948 -1.536 -0.655  0.32
H: 1.495 -3.286 1.798  0.28
H: 0.279 -3.685 0.715  0.35
H: -0.376 -3.322 2.417  0.34
H: 0.996 -0.982 1.783  0.21
H: -0.799 -1.078 1.854  0.39
H: 1.576 -1.762 -3.054  0.36
H: 1.877 1.736 -0.741  0.33
H: -1.982 0.130 -0.955  0.48
H: -1.523 1.505 -1.827  0.40

Energy relative to the best compared isomer or geometry (same formula, charge and spin)   228.4 kJ/mol
SMILES   CC[C@@H]1C(=O)NC(=O)[C@]12NCCC[NH2+]2
Charge   +1
Kohn-Sham gap   10.1 eV
Total energy   -666.9933 hartree
Max |F|   3.8 eV/Å
HOMO energy   -0.4900 Eh



Entry 4:
Entry from OMol25: the ion C9H16N5 with charge +1 in a non-equilibrium geometry (ωB97M-V/def2-TZVPD).

Last column: Mulliken charge in e.
Geometry (Å):
C: -1.762 -0.453 -0.981  -0.11
C: -1.723 0.470 1.336  -0.36
C: -0.022 -1.651 1.966  -0.02
C: 0.774 -1.164 -0.254  -0.85
C: -3.606 0.685 -0.326  -0.53
C: 2.988 -0.163 -0.615  -1.92
C: 1.576 0.878 1.101  -1.69
C: 0.938 1.164 -1.378  -1.53
C: 1.612 0.157 -0.247  2.29
N: -2.780 0.165 -1.360  -0.43
N: 0.987 -2.014 -1.154  -0.52
N: -0.238 -1.244 0.765  0.12
N: -1.331 -0.473 0.431  0.36
N: -2.804 1.032 0.856  -0.07
H: -0.977 -0.937 -1.662  0.61
H: 0.954 -2.034 2.221  0.30
H: -0.509 -1.682 2.924  0.34
H: -4.164 1.524 -0.776  0.37
H: -4.510 -0.024 0.062  0.28
H: 2.982 -0.921 -1.347  0.48
H: 3.699 -0.524 0.128  0.38
H: 3.470 0.742 -1.040  0.39
H: 0.693 1.470 1.151  0.43
H: 1.627 0.123 1.870  0.31
H: 2.320 1.637 1.218  0.47
H: 1.273 0.963 -2.342  0.46
H: 1.201 2.216 -1.046  0.38
H: -0.060 0.953 -1.427  0.39
H: 0.491 -2.873 -1.320  0.36
H: -3.099 1.977 1.248  0.31

Energy relative to the best compared isomer or geometry (same formula, charge and spin)   432.4 kJ/mol
Charge   +1
Kohn-Sham gap   8.1 eV
Total energy   -625.8706 hartree
Max |F|   4.4 eV/Å
HOMO energy   -0.4769 Eh



Entry 5:
Entry from OMol25: an isolated molecule of C9H16N6O2 in a non-equilibrium geometry (ωB97M-V/def2-TZVPD).

Last column: Mulliken charge in e.
Geometry (Å):
N: 0.929 -0.791 -1.549  -1.29
N: 0.641 1.902 1.242  -0.85
O: -1.562 -2.133 0.787  -0.54
O: -1.185 -2.234 -1.394  -0.76
C: 2.099 -0.942 -1.076  0.09
C: 0.073 2.002 0.095  0.54
N: 3.176 -1.264 -1.795  -0.51
N: -0.150 3.206 -0.392  -0.46
N: 2.321 -0.745 0.217  -0.36
N: -0.339 0.918 -0.667  -0.09
C: -1.648 0.873 -1.318  -0.85
C: -2.358 -0.268 -0.591  -1.11
C: -0.510 0.349 2.634  -1.34
C: -1.230 -1.288 -0.339  0.62
C: 1.015 -0.613 0.841  -0.55
C: 0.768 0.569 1.825  0.20
C: 0.097 -0.453 -0.364  1.41
H: -2.203 -2.782 0.468  0.43
H: -0.420 -1.953 -1.922  0.50
H: 4.078 -1.050 -1.355  0.24
H: 3.054 -0.965 -2.751  0.27
H: 0.386 3.937 0.055  0.33
H: -0.177 3.171 -1.418  0.24
H: 3.012 -1.290 0.711  0.35
H: -2.173 1.819 -1.217  0.56
H: -1.553 0.666 -2.383  0.35
H: -3.190 -0.680 -1.133  0.54
H: -2.759 0.066 0.363  0.33
H: -0.596 1.100 3.414  0.41
H: -1.436 0.418 2.023  0.10
H: -0.541 -0.592 3.111  0.40
H: 0.773 -1.559 1.354  0.39
H: 1.607 0.605 2.523  0.41

Energy relative to the best compared isomer or geometry (same formula, charge and spin)   0.3 kJ/mol
SMILES   C[C@@H]1N=C(N)N2CCC(O)(O)[C@@]23N=C(N)N[C@@H]13
Charge   0
Kohn-Sham gap   8.7 eV
Total energy   -831.5864 hartree
Max |F|   3.9 eV/Å
HOMO energy   -0.2940 Eh



Entry 6:
Entry from OMol25: a cluster of 2 separate species, C9H16NO in total in a non-equilibrium geometry (ωB97M-V/def2-TZVPD).

Last column: Mulliken charge in e.
Geometry (Å):
C: -1.427 -2.243 1.237  -1.33
C: 1.537 0.209 1.304  -0.78
C: 0.308 -0.445 1.516  -0.60
C: 2.456 -0.484 0.536  0.91
C: -0.068 -1.646 0.952  0.75
C: 2.122 -1.730 0.004  -0.49
C: 0.886 -2.317 0.169  -0.83
O: 3.670 0.070 0.281  -0.54
H: 1.763 1.153 1.784  0.62
H: -0.401 0.050 2.185  0.42
H: 4.164 -0.486 -0.343  0.31
H: 2.828 -2.177 -0.663  0.29
H: -1.405 -3.288 0.937  0.38
H: -2.229 -1.732 0.690  0.24
H: 0.636 -3.264 -0.297  0.39
H: -1.708 -2.166 2.276  0.36
C: -0.897 1.739 -1.693  -0.32
C: -2.374 1.655 -1.520  -1.17
N: -0.242 2.161 -0.369  -0.16
H: -0.387 0.828 -1.916  0.31
H: -0.531 2.437 -2.416  0.41
H: -2.851 1.175 -2.366  0.36
H: -2.845 2.642 -1.530  0.38
H: -0.830 2.811 0.151  0.39
H: -0.129 1.355 0.256  -0.10
H: 0.675 2.586 -0.523  0.44
H: -2.720 1.109 -0.643  0.35

Energy relative to the best compared isomer or geometry (same formula, charge and spin)   5.6 kJ/mol
Charge   +1
Kohn-Sham gap   8.7 eV
Total energy   -482.2907 hartree
Max |F|   1.4 eV/Å
HOMO energy   -0.4340 Eh



Entry 7:
Entry from OMol25: a cluster of 2 separate species, C9H16NO3P in total (ωB97M-V/def2-TZVPD).

Last column: Mulliken charge in e.
Geometry (Å):
C: -1.020 4.416 0.922  -1.04
C: -0.710 3.272 -0.052  -0.22
O: -1.294 2.028 0.323  -0.33
P: -0.953 1.265 1.743  -0.07
O: -1.029 -0.301 1.220  -0.27
C: 0.886 1.341 1.793  -0.80
C: 1.452 0.237 2.675  -0.32
O: 2.811 0.456 3.038  -0.53
H: -0.141 4.709 1.497  0.29
H: -1.360 5.299 0.382  0.34
H: -1.806 4.120 1.615  0.32
H: -1.120 3.494 -1.036  0.37
H: 0.367 3.155 -0.182  0.25
H: -1.893 -0.655 1.468  0.27
H: 1.304 1.278 0.785  0.49
H: 1.156 2.314 2.220  0.40
H: 0.890 0.178 3.612  0.28
H: 1.353 -0.726 2.173  0.23
H: 3.232 0.984 2.353  0.31
N: -1.254 -3.856 -1.329  -0.52
C: -0.637 -2.683 -1.199  -0.14
C: 0.289 -2.202 -2.113  -0.35
C: 0.595 -2.978 -3.219  -0.42
C: -0.039 -4.201 -3.365  -0.29
C: -0.952 -4.591 -2.397  -0.24
H: -0.891 -2.095 -0.325  0.52
H: 0.755 -1.238 -1.956  0.37
H: 1.313 -2.636 -3.954  0.37
H: 0.166 -4.842 -4.212  0.36
H: -1.468 -5.541 -2.480  0.36

Energy relative to the best compared isomer or geometry (same formula, charge and spin)   0.0 kJ/mol
SMILES   CCOP(O)CCO.c1ccncc1
Charge   0
Kohn-Sham gap   9.6 eV
Total energy   -974.3704 hartree
Max |F|   0.4 eV/Å
HOMO energy   -0.3256 Eh



Entry 8:
Entry from OMol25: the ion C9H16NO4P with charge -2 in a non-equilibrium geometry (ωB97M-V/def2-TZVPD).

Last column: Mulliken charge in e.
Geometry (Å):
C: -2.796 2.989 -1.045  -0.76
C: -1.723 2.899 -0.277  -0.34
C: -1.482 1.543 0.516  0.14
C: -0.564 -1.302 -2.160  -1.77
C: 2.428 -0.927 1.455  -1.59
C: -0.654 -1.063 1.281  -2.01
C: 0.491 -1.161 -0.982  -0.56
C: 1.553 0.165 0.886  -0.40
C: 0.125 -0.241 0.321  1.46
N: -0.443 1.019 -0.011  -0.21
O: 1.732 2.219 -0.987  -0.65
O: 3.641 2.100 0.863  -0.83
O: -2.232 1.290 1.459  -0.77
O: 3.579 0.336 -0.990  -0.76
P: 2.817 1.249 -0.097  0.81
H: -3.101 3.848 -1.634  0.30
H: -3.469 2.138 -1.026  0.22
H: -0.931 3.651 -0.237  0.30
H: -0.259 -2.021 -2.725  0.68
H: -1.428 -1.538 -1.634  0.37
H: -0.627 -0.324 -2.657  0.23
H: 2.091 -1.952 1.428  0.41
H: 2.454 -0.847 2.536  0.25
H: 3.451 -1.037 0.931  0.36
H: -0.298 -2.083 1.176  0.52
H: -0.633 -0.761 2.344  0.31
H: -1.663 -0.947 0.897  0.48
H: 1.458 -0.720 -1.402  0.25
H: 0.770 -2.165 -0.669  0.40
H: 1.310 0.811 1.710  0.61
H: 0.824 1.948 -0.825  0.54

Energy relative to the best compared isomer or geometry (same formula, charge and spin)   0.0 kJ/mol
SMILES   C=C/C([O-])=N/[C@@](C)(CC)[C@@H](C)[P@@](=O)([O-])O
Charge   -2
Kohn-Sham gap   7.1 eV
Total energy   -1049.6419 hartree
Max |F|   7.3 eV/Å
HOMO energy   -0.0448 Eh



Entry 9:
Entry from OMol25: a cluster of 5 separate species, C9H16O11 in total in a non-equilibrium geometry (ωB97M-V/def2-TZVPD).

Last column: Mulliken charge in e.
Geometry (Å):
O: 1.758 0.988 -4.538  -0.61
H: 1.556 1.913 -4.707  0.31
H: 2.711 0.927 -4.646  0.31
O: -2.037 -1.241 -2.897  -0.60
H: -1.586 -0.547 -3.389  0.30
H: -2.910 -0.881 -2.713  0.30
C: 0.972 0.097 -1.195  -0.13
C: 1.383 -1.227 -1.865  -0.14
O: 2.048 -1.914 -0.797  -0.37
C: 1.823 -1.299 0.383  0.54
O: 2.193 -1.696 1.437  -0.55
O: 1.054 -0.204 0.204  -0.21
H: -0.051 0.390 -1.424  0.14
H: 1.638 0.923 -1.420  0.28
H: 2.125 -0.996 -2.625  0.17
H: 0.561 -1.811 -2.266  0.25
C: -0.809 -2.832 2.259  -0.26
C: -1.761 -2.079 1.341  0.07
O: -2.673 -1.501 2.310  -0.36
C: -2.697 -2.326 3.397  0.61
O: -3.471 -2.231 4.286  -0.52
O: -1.687 -3.222 3.323  -0.36
H: -0.027 -2.178 2.651  0.26
H: -0.332 -3.695 1.807  0.36
H: -2.329 -2.781 0.726  0.20
H: -1.342 -1.252 0.783  -0.02
C: -0.333 3.109 0.280  -0.23
C: -0.133 2.983 1.783  -0.23
O: 1.254 3.254 1.951  -0.35
C: 1.887 3.129 0.767  0.73
O: 3.057 3.160 0.598  -0.52
O: 0.983 2.959 -0.235  -0.38
H: -0.751 4.074 -0.005  0.34
H: -0.973 2.316 -0.104  0.18
H: -0.379 1.994 2.175  0.16
H: -0.722 3.693 2.363  0.31

Energy relative to the best compared isomer or geometry (same formula, charge and spin)   0.0 kJ/mol
SMILES   O=C1OCCO1.O=C1OCCO1.O=C1OCCO1.O.O
Charge   0
Kohn-Sham gap   10.8 eV
Total energy   -1180.2097 hartree
Max |F|   1.2 eV/Å
HOMO energy   -0.4014 Eh



Entry 10:
Entry from OMol25: an isolated molecule of C9H16O2S3 in a non-equilibrium geometry (ωB97M-V/def2-TZVPD).

Last column: Mulliken charge in e.
Geometry (Å):
C: -3.986 -1.687 -0.211  -0.39
C: -4.046 -0.235 -0.651  -0.57
C: -2.803 0.406 -1.235  -0.75
C: -0.721 2.151 -0.229  -0.59
C: 0.169 2.345 0.897  -0.41
C: 1.457 1.939 0.924  -0.45
C: 3.727 -0.988 0.963  -0.55
C: 5.013 -1.326 0.235  0.05
C: 5.282 -1.304 -1.100  -0.65
H: -2.890 -1.409 1.338  0.45
H: -3.332 -2.266 -0.954  0.18
H: -5.046 -2.050 -0.431  0.26
H: -4.877 -0.091 -1.422  0.39
H: -4.474 0.314 0.218  0.27
H: -2.910 1.490 -1.409  0.40
H: -2.463 -0.074 -2.138  0.40
H: -0.320 2.360 -1.204  0.48
H: -1.640 2.821 -0.027  0.38
H: -0.155 2.818 1.855  0.29
H: 2.099 2.097 1.775  0.43
H: 3.795 -0.136 1.627  0.28
H: 3.505 -1.831 1.691  0.34
H: 5.906 -1.721 0.839  0.23
H: 6.242 -1.737 -1.449  0.25
H: 4.601 -0.729 -1.790  0.12
O: -3.690 -2.038 1.082  -0.53
O: -1.800 0.074 1.282  -0.73
S: -1.234 0.332 -0.073  0.60
S: 2.330 1.254 -0.415  -0.17
S: 2.260 -0.779 0.011  -0.03

Energy relative to the best compared isomer or geometry (same formula, charge and spin)   130.0 kJ/mol
Charge   0
Kohn-Sham gap   9.1 eV
Total energy   -1697.4472 hartree
Max |F|   3.9 eV/Å
HOMO energy   -0.3302 Eh



Entry 11:
Entry from OMol25: a structure of composition C9H16OPTl in a non-equilibrium geometry (ωB97M-V/def2-TZVPD).

Last column: Mulliken charge in e.
Geometry (Å):
C: -0.027 -0.998 -3.013  -0.70
C: -0.201 -0.060 -3.998  -0.26
C: 0.087 1.334 -3.956  -0.40
C: 0.696 2.057 -2.894  -0.16
C: 1.112 1.564 -1.675  -0.82
Tl: 0.736 -0.427 -1.130  0.77
P: 0.790 -2.842 0.141  -0.14
H: -0.312 -2.051 -3.195  0.20
H: -0.630 -0.372 -4.966  0.27
H: -0.202 1.923 -4.840  0.25
H: 1.586 2.224 -0.927  0.27
H: 0.820 3.130 -3.126  0.29
H: 1.989 -3.234 0.822  0.10
H: 0.691 -3.903 -0.813  0.13
H: -0.211 -3.255 1.082  0.12
C: -1.368 0.214 3.141  -0.56
C: 0.154 0.072 3.307  -0.48
C: 0.671 0.850 2.102  -0.39
O: -0.275 0.584 1.025  -0.24
C: -1.568 0.287 1.619  -0.41
H: -1.929 -0.608 3.583  0.31
H: -1.696 1.150 3.608  0.29
H: 0.426 -0.985 3.210  0.18
H: 0.531 0.444 4.260  0.36
H: 0.663 1.931 2.326  0.23
H: 1.677 0.564 1.769  0.32
H: -1.931 -0.669 1.207  0.22
H: -2.276 1.076 1.332  0.25

Charge   0
Kohn-Sham gap (spin up / spin down)   5.3 / 5.3 eV
Total energy   -941.3512 hartree
Max |F|   2.2 eV/Å
HOMO energy (spin up / spin down)   -0.2075 / -0.2075 Eh



Entry 12:
Entry from OMol25: an isolated molecule of C9H16OS in a non-equilibrium geometry (ωB97M-V/def2-TZVPD).

Last column: Mulliken charge in e.
Geometry (Å):
C: 1.896 -0.426 -0.233  0.06
C: 2.808 0.539 -0.036  -0.15
C: -1.741 -1.297 0.287  -1.12
C: -2.133 -0.259 -0.825  0.83
C: -1.218 0.914 -0.836  -0.71
C: 1.094 -1.128 0.645  0.20
C: 3.625 1.268 -1.036  -1.29
C: -3.572 0.099 -0.611  -1.43
C: 0.963 -0.870 2.171  -1.04
O: -0.804 1.703 0.260  -0.50
S: -0.108 -2.161 -0.054  -0.21
H: 1.658 -0.604 -1.278  0.26
H: 2.886 0.929 0.958  0.24
H: -1.871 -0.889 1.335  0.35
H: -2.533 -1.949 0.141  0.51
H: -2.003 -0.765 -1.796  0.25
H: -0.851 1.264 -1.802  0.43
H: 3.297 0.869 -2.020  0.30
H: 3.554 2.316 -1.093  0.34
H: 4.679 1.074 -0.901  0.33
H: -3.848 0.751 -1.524  0.34
H: -3.870 0.582 0.406  0.26
H: -4.179 -0.727 -0.740  0.51
H: 1.572 -1.528 2.694  0.38
H: -0.130 -0.968 2.557  0.26
H: 1.441 0.150 2.313  0.26
H: -0.613 1.114 1.018  0.35

Energy relative to the best compared isomer or geometry (same formula, charge and spin)   248.3 kJ/mol
Charge   0
Kohn-Sham gap (spin up / spin down)   8.0 / 6.7 eV
Total energy   -825.7843 hartree
Max |F|   3.4 eV/Å
HOMO energy (spin up / spin down)   -0.2647 / -0.2616 Eh